Density functional theory data (wB97M-V/def2-TZVPD) for one molecule with the formula C5H7NO.

Results
ΔE to the lowest compared entry with this formula, charge and spin in kcal/mol: 27.48
HOMO level in eV: -7.99
Total charge: 0
E_LUMO in eV: 0.838
SMILES: Cn1cccc1O

Last column: Löwdin charge in e.
Cartesian coordinates (Å):
C  0.7757  -0.2698  1.6045  -0.02
N  0.7010  -0.0322  0.1541  -0.09
C  0.6270  1.2606  -0.3813  -0.12
C  -0.4522  1.3398  -1.2040  -0.09
C  -1.1148  0.0619  -1.1831  -0.03
C  -0.3400  -0.7398  -0.4105  -0.40
O  -0.4628  -2.0419  -0.0336  0.06
H  1.3970  -1.1345  1.8383  0.09
H  -0.2379  -0.4758  1.9756  0.10
H  1.1390  0.6230  2.1110  0.09
H  1.4248  1.9753  -0.2159  0.11
H  -0.7393  2.1914  -1.8067  0.09
H  -2.0660  -0.2108  -1.6155  0.10
H  -0.6515  -2.5470  -0.8327  0.12